1.
This record from the OMol25 dataset describes a molecular structure, C7H14O2P at a distorted geometry. The level of theory is the ωB97M-V functional and the def2-TZVPD basis.

## Properties
E_tot ... -766.87155 a.u.
Net charge ... -1
Relative energy (zero: lowest compared OMol25 entry of this formula, charge and spin) ... 80.8 kcal/mol

CARTESIAN COORDINATES (ANGSTROEM)
C  1.421  -2.045  1.004
C  0.414  -1.399  0.478
C  -0.447  1.231  2.489
C  0.720  -0.552  -2.587
C  -0.777  -1.040  1.204
C  -1.166  0.433  1.381
C  0.916  0.824  -2.172
O  -1.862  0.799  -1.945
O  -0.673  2.860  -1.015
P  -0.602  1.404  -1.366
H  2.122  -2.437  0.362
H  1.372  -2.244  2.089
H  0.639  0.844  2.441
H  -0.885  1.039  3.443
H  -0.355  2.305  2.107
H  0.273  -1.147  -1.643
H  0.026  -0.646  -3.362
H  1.619  -1.141  -2.916
H  -0.891  -1.550  2.243
H  -1.608  -1.414  0.604
H  -2.208  0.523  1.398
H  -0.798  0.903  0.313
H  1.106  1.548  -3.098
H  1.645  0.904  -1.451

These are the Mulliken partial charges, in e, on atoms 1 to 8: number 1, C, carries -1.0445; number 2, C, carries -0.1292; number 3, C, carries -1.2054; number 4, C, carries -0.9317; number 5, C, carries -0.6846; number 6, C, carries 0.4988; number 7, C, carries -0.3601; number 8, O, carries -0.7070



2.
This record from the OMol25 dataset describes a gas-phase ion, C18H35Cl2NO11P3 (charge -1) at a distorted geometry. The level of theory is the ωB97M-V functional and the def2-TZVPD basis.

## Properties
E_tot ... -3533.45330 a.u.
Net charge ... -1
SMILES ... CCCCCC[C@@H](CCOC(C)=O)O[C@H](PP(=O)(O)O)[C@](C)([C@H](Cl)[C@@H](C)Cl)N(C(=O)[O-])P(=O)(O)O

CARTESIAN COORDINATES (ANGSTROEM)
C  -1.250  3.938  6.553
C  -2.620  3.495  5.754
C  -2.401  2.210  4.729
C  -2.781  2.624  3.178
C  -1.889  1.749  2.115
C  -2.746  0.602  1.318
C  -1.661  -0.543  0.743
C  -2.601  -1.636  -0.034
C  -1.990  -3.186  0.115
O  -2.310  -3.903  -1.129
C  -1.205  -4.763  -1.581
C  -1.099  -4.998  -3.230
O  -0.320  -5.400  -0.811
O  -0.710  0.202  -0.050
C  0.459  -0.554  -0.522
P  1.487  -1.010  1.001
P  3.639  -0.796  0.825
O  4.348  -1.682  -0.271
O  4.261  -1.468  2.359
O  4.225  0.874  0.884
C  1.245  0.337  -1.706
C  1.659  1.741  -0.886
C  0.064  0.863  -2.706
Cl  -1.203  -0.449  -3.204
C  0.488  1.543  -4.119
C  1.563  2.756  -4.107
Cl  0.742  0.299  -5.526
N  2.345  -0.447  -2.242
C  3.511  0.196  -2.888
O  3.700  0.340  -4.231
O  4.699  0.692  -2.111
P  2.204  -2.099  -2.712
O  3.663  -2.540  -3.259
O  1.120  -2.542  -3.989
O  1.920  -3.273  -1.406
H  -0.884  3.042  7.249
H  -1.547  4.844  7.249
H  -0.377  4.295  5.838
H  -3.406  3.149  6.548
H  -3.058  4.440  5.190
H  -3.143  1.334  5.023
H  -1.293  1.854  4.858
H  -2.558  3.772  3.027
H  -3.916  2.411  2.942
H  -0.940  1.258  2.604
H  -1.484  2.518  1.298
H  -3.211  1.127  0.353
H  -3.601  0.099  1.959
H  -1.270  -1.064  1.714
H  -3.628  -1.675  0.575
H  -2.897  -1.362  -1.130
H  -0.845  -3.133  0.371
H  -2.506  -3.754  1.013
H  -1.341  -3.990  -3.776
H  -1.923  -5.777  -3.572
H  -0.067  -5.444  -3.557
H  0.014  -1.570  -0.955
H  1.331  -2.473  1.127
H  4.747  -0.745  2.865
H  3.570  1.360  1.470
H  1.359  1.734  0.240
H  1.106  2.695  -1.349
H  2.791  2.006  -0.947
H  -0.622  1.682  -2.170
H  -0.526  2.073  -4.483
H  2.446  2.700  -3.360
H  0.965  3.757  -3.850
H  1.967  2.932  -5.216
H  1.572  -3.251  -4.534
H  2.613  -4.016  -1.469

These are the Mulliken partial charges, in e, on atoms 1 to 8: number 1, C, carries -0.9643; number 2, C, carries -0.4425; number 3, C, carries -0.4651; number 4, C, carries -0.6623; number 5, C, carries -0.0781; number 6, C, carries -0.9874; number 7, C, carries 0.1343; number 8, C, carries -0.5796



3.
This record from the OMol25 dataset describes a molecular structure, C6H12O. The level of theory is the ωB97M-V functional and the def2-TZVPD basis.

## Properties
E_tot ... -310.93095 a.u.
Net charge ... 0
Relative energy (zero: lowest compared OMol25 entry of this formula, charge and spin) ... 80.5 kcal/mol

CARTESIAN COORDINATES (ANGSTROEM)
C  1.593  -0.821  -0.898
C  0.852  -0.521  0.389
O  1.605  -0.452  1.486
C  0.249  1.362  0.139
C  -1.257  1.178  0.192
C  -1.547  -0.259  -0.257
C  -0.546  -1.125  0.503
H  2.445  -0.146  -1.008
H  0.957  -0.776  -1.787
H  1.986  -1.839  -0.785
H  1.037  0.638  1.021
H  0.600  2.179  0.792
H  0.644  1.558  -0.860
H  -1.612  1.313  1.223
H  -1.779  1.915  -0.428
H  -1.390  -0.353  -1.339
H  -2.579  -0.558  -0.053
H  -0.507  -2.157  0.134
H  -0.788  -1.152  1.571

These are the Mulliken partial charges, in e, on atoms 1 to 8: number 1, C, carries -1.5140; number 2, C, carries 1.4525; number 3, O, carries -0.8312; number 4, C, carries -0.9877; number 5, C, carries -0.4378; number 6, C, carries -0.6010; number 7, C, carries -0.8562; number 8, H, carries 0.3374



4.
This record from the OMol25 dataset describes a single C4H8 molecule at a distorted geometry. The level of theory is the ωB97M-V functional and the def2-TZVPD basis.

## Properties
E_tot ... -157.14931 a.u.
Net charge ... 0
Relative energy (zero: lowest compared OMol25 entry of this formula, charge and spin) ... 21.7 kcal/mol
SMILES ... C1CCC1

CARTESIAN COORDINATES (ANGSTROEM)
C  1.003  0.274  0.055
C  0.286  -0.997  -0.069
C  -1.094  -0.274  0.068
C  -0.276  1.079  -0.089
H  1.905  0.396  -0.696
H  1.466  0.429  1.126
H  0.604  -1.786  0.640
H  0.370  -1.349  -1.125
H  -1.457  -0.499  1.113
H  -1.899  -0.524  -0.689
H  -0.429  1.443  -1.084
H  -0.478  1.808  0.750

These are the Mulliken partial charges, in e, on atoms 1 to 8: number 1, C, carries -0.3784; number 2, C, carries -0.4834; number 3, C, carries -0.5113; number 4, C, carries -0.5234; number 5, H, carries 0.2416; number 6, H, carries 0.1805; number 7, H, carries 0.2922; number 8, H, carries 0.1932



5.
This record from the OMol25 dataset describes 2 unconnected molecules or ions with the total composition C5H8 at a distorted geometry. The level of theory is the ωB97M-V functional and the def2-TZVPD basis.

## Properties
E_tot ... -195.18447 a.u.
Net charge ... 0
Relative energy (zero: lowest compared OMol25 entry of this formula, charge and spin) ... 67.5 kcal/mol
SMILES ... C#CC.C=C

CARTESIAN COORDINATES (ANGSTROEM)
C  -0.095  1.763  1.861
C  0.243  1.608  0.738
C  0.766  1.609  -0.615
H  -0.617  1.887  2.802
H  1.633  0.851  -0.694
H  1.181  2.685  -0.878
H  -0.094  1.296  -1.400
C  -0.814  -2.022  -0.856
C  -0.217  -1.923  0.308
H  -1.802  -1.695  -1.080
H  -0.255  -2.374  -1.714
H  -0.674  -1.287  1.098
H  0.744  -2.399  0.431

These are the Mulliken partial charges, in e, on atoms 1 to 8: number 1, C, carries 0.0146; number 2, C, carries -0.2362; number 3, C, carries -0.9153; number 4, H, carries 0.4059; number 5, H, carries 0.2490; number 6, H, carries 0.2795; number 7, H, carries 0.2149; number 8, C, carries -0.5216



6.
This record from the OMol25 dataset describes 2 unconnected molecules or ions with the total composition C2HClN2O at a distorted geometry. The level of theory is the ωB97M-V functional and the def2-TZVPD basis.

## Properties
E_tot ... -721.62213 a.u.
Net charge ... 0
Relative energy (zero: lowest compared OMol25 entry of this formula, charge and spin) ... 82.5 kcal/mol
SMILES ... N#CC#[N+][O-].Cl

CARTESIAN COORDINATES (ANGSTROEM)
N  0.382  -0.981  -2.270
C  0.525  -0.810  -1.136
C  0.619  -0.514  0.189
N  0.533  -0.389  1.349
O  0.467  -0.180  2.482
Cl  -0.828  1.604  -0.753
H  -1.699  1.269  0.140

Here is what Mulliken gives for the atomic charges, in e: number 1, N, carries -0.4047; number 2, C, carries 0.0079; number 3, C, carries 0.5057; number 4, N, carries 0.5477; number 5, O, carries -0.6346; number 6, Cl, carries -0.2878; number 7, H, carries 0.2657



7.
This record from the OMol25 dataset describes a single C10H10N2O3 molecule at a distorted geometry. The level of theory is the ωB97M-V functional and the def2-TZVPD basis.

## Properties
E_tot ... -722.25160 a.u.
Net charge ... 0
Relative energy (zero: lowest compared OMol25 entry of this formula, charge and spin) ... 30.6 kcal/mol
SMILES ... O=C1OCC/C1=N\Nc1ccccc1O

CARTESIAN COORDINATES (ANGSTROEM)
O  -0.135  0.772  4.041
C  0.078  1.585  3.137
O  0.426  2.884  3.314
C  0.287  3.589  2.062
C  0.253  2.540  0.964
C  -0.046  1.282  1.694
N  -0.376  0.130  1.162
N  -0.542  0.074  -0.180
C  -0.333  -1.049  -0.995
C  -0.605  -1.006  -2.368
C  -0.358  -2.089  -3.183
C  0.157  -3.266  -2.674
C  0.405  -3.382  -1.310
C  0.182  -2.252  -0.475
O  0.525  -2.333  0.842
H  1.151  4.281  1.975
H  -0.650  4.150  2.072
H  -0.502  2.740  0.199
H  1.245  2.467  0.480
H  -0.889  0.919  -0.645
H  -1.018  -0.131  -2.840
H  -0.621  -1.983  -4.247
H  0.281  -4.152  -3.312
H  0.813  -4.303  -0.952
H  0.272  -1.468  1.239

These are the Mulliken partial charges, in e, on atoms 1 to 8: number 1, O, carries -0.5763; number 2, C, carries 0.4098; number 3, O, carries -0.3259; number 4, C, carries -0.5151; number 5, C, carries -0.3482; number 6, C, carries 0.4615; number 7, N, carries -0.8658; number 8, N, carries 0.1972